Formula: C8H24N8O16
Source: the Open Molecules 2025 dataset
Level of theory: ωB97M-V with the def2-TZVPD basis set

Last column: Mulliken charge in e.
Geometry (Å):
C: 7.090 -4.458 -6.563  -0.7642
N: 5.765 -4.870 -7.062  0.8488
O: 4.806 -4.774 -6.333  -0.4836
O: 5.667 -5.129 -8.253  -0.4831
H: 7.304 -3.526 -7.081  0.2825
H: 7.766 -5.213 -6.963  0.3002
H: 6.995 -4.366 -5.489  0.3070
C: -0.792 -3.128 -13.176  -0.5327
N: 0.037 -2.009 -13.711  0.9142
O: 1.064 -2.314 -14.254  -0.5172
O: -0.315 -0.893 -13.414  -0.5428
H: -0.855 -3.932 -13.905  0.2780
H: -1.818 -2.795 -13.044  0.2750
H: -0.309 -3.422 -12.249  0.1331
C: 5.151 -7.779 -9.448  -0.8089
N: 3.770 -7.248 -9.451  1.0645
O: 2.982 -7.797 -8.718  -0.5766
O: 3.505 -6.310 -10.167  -0.5405
H: 5.571 -7.456 -8.503  0.2793
H: 5.738 -7.411 -10.280  0.2903
H: 5.064 -8.861 -9.456  0.2976
C: 2.892 -3.704 -8.622  -0.3487
N: 1.951 -3.251 -9.674  1.1727
O: 0.865 -3.763 -9.703  -0.5757
O: 2.356 -2.461 -10.493  -0.7072
H: 2.420 -3.483 -7.661  0.2913
H: 3.867 -3.286 -8.804  -0.0120
H: 2.857 -4.790 -8.578  0.0766
C: 1.579 0.824 -10.574  -0.1973
N: 1.203 1.235 -9.194  0.9515
O: 0.873 0.331 -8.451  -0.5411
O: 1.313 2.394 -8.888  -0.5619
H: 1.767 -0.240 -10.467  -0.1659
H: 2.452 1.351 -10.940  0.2666
H: 0.736 0.918 -11.255  0.3159
C: -0.284 -6.233 -7.850  -0.5275
N: -0.152 -7.623 -8.350  0.9969
O: -0.131 -7.833 -9.536  -0.5532
O: -0.067 -8.480 -7.494  -0.5835
H: 0.668 -5.791 -7.561  0.1723
H: -0.826 -6.326 -6.911  0.2199
H: -0.779 -5.576 -8.555  0.2613
C: 5.377 -0.981 -10.381  -0.2805
N: 6.329 -0.943 -11.504  0.9279
O: 6.919 0.093 -11.716  -0.5716
O: 6.464 -1.961 -12.153  -0.5298
H: 4.742 -0.107 -10.500  0.1794
H: 5.900 -0.967 -9.426  0.2905
H: 4.753 -1.867 -10.358  -0.0052
C: 0.423 -5.228 -3.833  -0.4660
N: 1.700 -4.610 -4.297  0.8507
O: 1.682 -3.969 -5.319  -0.4761
O: 2.685 -4.812 -3.627  -0.5224
H: -0.019 -5.669 -4.722  0.0252
H: -0.241 -4.454 -3.465  0.2938
H: 0.730 -5.987 -3.123  0.3120

The calculation puts the relative energy (zero: lowest compared OMol25 entry of this formula, charge and spin) at 53.8 kJ/mol. As for the spin multiplicity: 1. Its LUMO energy is -0.569 eV. Its structure (SMILES) is C[N+](=O)[O-].C[N+](=O)[O-].C[N+](=O)[O-].C[N+](=O)[O-].C[N+](=O)[O-].C[N+](=O)[O-].C[N+](=O)[O-].C[N+](=O)[O-]. The HOMO-LUMO gap is 10.36 eV. For the total energy, the calculation gives -1960.32290 hartree. The total charge is 0.

Formula: C8H24O8Tl
Source: the Open Molecules 2025 dataset
Level of theory: ωB97M-V with the def2-TZVPD basis set

Last column: Mulliken charge in e.
Geometry (Å):
Tl: -1.662 0.016 0.126  0.8896
C: -0.164 0.872 3.322  -0.6222
C: 0.775 -0.309 3.098  -0.2280
O: 0.175 -1.090 2.095  -0.2875
O: -0.229 1.663 2.151  -0.2059
H: 0.166 1.364 4.238  0.4883
H: -1.165 0.493 3.527  0.3469
H: 0.873 -0.924 3.992  0.5185
H: 1.761 -0.032 2.723  0.3087
H: 0.688 -1.901 2.050  0.3093
H: 0.323 2.436 2.291  0.3611
C: 1.689 -1.357 -1.428  -0.7237
C: 2.024 0.124 -1.236  -0.3382
O: 1.302 0.733 -0.141  -0.1733
O: 0.287 -1.547 -1.487  -0.3012
H: 1.924 -2.020 -0.596  0.2424
H: 2.143 -1.689 -2.362  0.4988
H: 2.050 0.739 -2.136  0.5028
H: 3.068 0.104 -0.924  0.3353
H: 1.562 1.653 -0.227  0.0952
H: 0.144 -2.156 -2.215  0.2154
C: -2.326 -3.828 0.114  -0.3269
C: -2.403 -3.543 -1.463  -0.3488
O: -2.786 -2.136 -1.710  -0.2346
O: -1.350 -2.925 0.564  -0.2819
H: -2.103 -4.888 0.232  0.3963
H: -3.295 -3.735 0.602  0.3334
H: -3.184 -4.130 -1.946  0.5390
H: -1.446 -3.713 -1.955  0.2278
H: -3.471 -2.186 -2.381  0.3667
H: -0.602 -3.401 0.931  0.3149
C: 0.021 3.270 -1.683  -0.5263
C: 0.981 4.244 -0.963  -0.2125
O: 1.819 3.578 -0.013  -0.3500
O: -0.758 2.599 -0.700  -0.3240
H: 0.608 2.526 -2.222  0.2253
H: -0.579 3.870 -2.367  0.4072
H: 0.420 5.013 -0.432  0.4129
H: 1.691 4.715 -1.643  0.4159
H: 2.338 4.251 0.431  0.4137
H: -1.306 3.249 -0.253  0.3197

As for the expectation value of S²: 1.761. As for the spin multiplicity: 2. Its LUMO energy (spin up / spin down) is -18.574 / -18.508 eV. The HOMO-LUMO gap (spin up / spin down) is 4.48 / 4.11 eV. For the total energy, the calculation gives -1091.60988 hartree. The total charge is +4.

Formula: C8H25HgO9S
Source: the Open Molecules 2025 dataset
Level of theory: ωB97M-V with the def2-TZVPD basis set

Last column: Mulliken charge in e.
Geometry (Å):
Hg: -0.345 -0.064 -1.006  1.8116
S: -2.158 0.665 -3.169  1.0354
O: -3.452 1.312 -3.395  -0.7154
O: -1.528 0.252 -4.404  -0.6582
O: -1.190 1.548 -2.467  -0.8180
O: -2.270 -0.462 -2.173  -0.8021
O: 0.718 -0.877 -2.756  -0.8536
H: 1.263 -1.639 -2.591  0.0517
C: 0.957 -3.807 -0.997  -1.0387
C: 1.826 -3.082 -0.001  -0.4355
O: 1.355 -1.711 0.154  -0.2124
H: 1.166 -4.881 -0.991  0.3496
H: 1.218 -3.464 -1.992  0.3419
H: -0.121 -3.693 -0.915  0.1832
H: 2.879 -2.964 -0.290  0.3548
H: 1.926 -3.539 0.993  0.3685
H: 2.020 -1.288 0.709  0.1262
C: 2.458 2.369 1.096  -0.9202
C: 2.403 2.469 -0.426  -0.3486
O: 1.776 1.285 -1.015  -0.2783
H: 2.289 3.381 1.479  0.3399
H: 3.466 2.110 1.417  0.3817
H: 1.656 1.749 1.484  0.0217
H: 3.395 2.622 -0.850  0.3879
H: 1.731 3.236 -0.817  0.2222
H: 2.482 0.907 -1.552  0.1908
C: -1.097 3.992 0.833  -0.9167
C: -1.268 2.609 1.458  -0.4963
O: -1.283 1.619 0.416  -0.3155
H: -0.064 4.262 0.595  0.1523
H: -1.502 4.812 1.428  0.3572
H: -1.540 3.995 -0.167  0.2982
H: -2.219 2.563 1.996  0.3688
H: -0.415 2.350 2.084  0.2981
H: -2.142 1.767 -0.011  0.1384
C: -1.230 -2.994 2.251  -0.8994
C: -1.788 -1.632 1.823  -0.2027
O: -1.637 -1.495 0.411  -0.2336
H: -1.852 -3.811 1.872  0.2864
H: -1.218 -3.162 3.333  0.4101
H: -0.229 -3.160 1.865  0.0125
H: -1.134 -0.861 2.234  0.0784
H: -2.840 -1.574 2.100  0.3957
H: -2.462 -1.714 -0.043  0.1819

The calculation puts the relative energy (zero: lowest compared OMol25 entry of this formula, charge and spin) at 109.6 kJ/mol. As for the spin multiplicity: 1. Its LUMO energy is 2.295 eV. The HOMO-LUMO gap is 5.75 eV. For the total energy, the calculation gives -1548.49580 hartree. The total charge is -1.